Record 1
C32H40BF6MgN4O9PS2Se | wB97M-V/def2-TZVPD

The value obtained for the HOMO energy is -1.69 eV. Its net charge is -2. The relative energy (zero: lowest compared OMol25 entry of this formula, charge and spin) is 455.57 kJ/mol. As for the orbital gap: 5.55 eV. Its max |F| is 4.2 eV Å⁻¹.

Last column: Löwdin charge in e.
Positions of all 97 atoms, in Å:
Mg (0.0747, 0.0982, -1.6832)  0.4550
F (1.1289, -0.1554, -4.2143)  0.1085
C (-0.0494, -0.7400, -4.4743)  -0.6181
F (-0.9002, 0.3012, -4.6546)  0.0897
F (0.0669, -1.3196, -5.6739)  0.1202
S (-1.0351, -1.8333, -3.2334)  0.5864
O (-1.4750, -0.7576, -2.3655)  -0.3988
O (-2.0434, -2.2689, -4.1590)  -0.2753
N (-0.2885, -3.0197, -2.6464)  -0.2597
S (0.9010, -2.6619, -1.5574)  0.5414
O (1.5903, -3.6489, -0.7506)  -0.2770
O (1.4337, -1.3065, -1.7431)  -0.4263
C (2.0808, -3.2715, -3.1024)  -0.5694
F (1.9244, -2.5321, -4.2461)  0.0444
F (1.8614, -4.5530, -3.5030)  0.0578
F (3.4231, -3.2175, -2.8649)  0.0592
C (-5.3236, 1.7875, 0.9720)  -0.0818
C (-5.3901, 0.8325, -0.2145)  -0.3499
O (-4.8777, -0.4316, 0.0985)  -0.3210
P (-3.1991, -0.7316, -0.1656)  0.9966
O (-2.7559, -1.1607, 1.3089)  -0.2966
C (-3.5239, -2.0018, 2.1537)  -0.2647
C (-4.1005, -1.1812, 3.3000)  -0.0571
O (-3.4486, -2.2383, -0.7532)  -0.3120
C (-4.2799, -2.4290, -1.8725)  -0.3102
C (-5.5712, -3.0986, -1.4099)  -0.0741
H (-5.6257, 2.7883, 0.6681)  0.0696
H (-4.3011, 1.8180, 1.3402)  0.0557
H (-5.9772, 1.4433, 1.7724)  0.0650
H (-4.8526, 1.2710, -1.0636)  0.0901
H (-6.4376, 0.6853, -0.5229)  0.1086
H (-2.8422, -2.7620, 2.5466)  0.0948
H (-4.3192, -2.4974, 1.5866)  0.1114
H (-3.2889, -0.6822, 3.8245)  0.0754
H (-4.6405, -1.8287, 3.9904)  0.0672
H (-4.7795, -0.4322, 2.9006)  0.0511
H (-3.7412, -3.0503, -2.5947)  0.1009
H (-4.5093, -1.4751, -2.3639)  0.1142
H (-5.3376, -4.0583, -0.9543)  0.0720
H (-6.2481, -3.2440, -2.2485)  0.0636
H (-6.0474, -2.4670, -0.6620)  0.0598
Se (0.5649, -1.0664, 0.8264)  1.3002
N (-0.2858, -2.2087, -0.2891)  -0.3173
C (-0.7659, -3.2752, 0.4735)  -0.3291
C (-1.4104, -4.3855, -0.0196)  -0.0402
C (-1.8230, -5.3845, 0.8606)  -0.1228
C (-1.5775, -5.2706, 2.2158)  -0.1414
C (-0.9272, -4.1559, 2.7230)  -0.0840
C (-0.5158, -3.1385, 1.8642)  -0.4039
N (0.1467, -2.0189, 2.2712)  -0.2030
H (-1.5740, -4.4827, -1.0831)  0.1020
H (-2.3162, -6.2649, 0.4683)  0.0803
H (-1.8883, -6.0624, 2.8885)  0.0822
H (-0.7092, -4.0676, 3.7776)  0.0970
C (7.1239, 3.2515, 1.4865)  -0.0528
C (6.9152, 2.6476, 0.0922)  -0.5635
C (7.8194, 3.3519, -0.9320)  -0.0583
C (7.3333, 1.1752, 0.1353)  -0.0706
C (5.4568, 2.8326, -0.3060)  -0.1942
C (4.9621, 4.1159, -0.5441)  -0.0604
C (3.6635, 4.3553, -0.9762)  0.0068
C (2.8478, 3.2619, -1.1778)  -0.2180
O (1.5968, 3.1645, -1.6724)  0.1250
B (1.2568, 1.7835, -1.7000)  -0.3973
O (2.3453, 1.0967, -1.1580)  0.0851
C (3.3155, 1.9744, -0.8784)  -0.1934
C (4.6039, 1.7424, -0.4469)  0.0720
H (8.1509, 3.1065, 1.8203)  0.0751
H (6.4532, 2.7713, 2.1951)  0.0886
H (6.9054, 4.3167, 1.4864)  0.0731
H (8.8684, 3.1555, -0.7058)  0.0744
H (7.6630, 4.4286, -0.9344)  0.0678
H (7.6026, 2.9754, -1.9301)  0.0893
H (8.3950, 1.1080, 0.3686)  0.0767
H (7.1630, 0.7001, -0.8259)  0.0881
H (6.7845, 0.6319, 0.8976)  0.0825
H (5.6091, 4.9697, -0.3991)  0.0954
H (3.3161, 5.3603, -1.1620)  0.1092
H (4.9050, 0.7263, -0.2582)  0.1194
C (-2.0625, 2.4036, -0.8565)  -0.0688
C (-1.7450, 2.3957, 0.6131)  -0.2268
C (-2.2503, 3.4454, 1.3587)  -0.1111
C (-1.9731, 3.5970, 2.7066)  -0.1320
C (-1.1150, 2.6830, 3.2918)  -0.0925
C (-0.5845, 1.6225, 2.5846)  -0.2185
C (0.4001, 0.7354, 3.2755)  -0.0888
C (-0.9148, 1.4054, 1.2177)  -0.3006
N (-0.4744, 0.3708, 0.4724)  -0.2605
H (-3.0978, 2.7018, -1.0146)  0.0652
H (-1.8824, 1.4292, -1.2952)  0.0074
H (-1.4158, 3.1197, -1.3645)  0.0806
H (-2.8833, 4.1765, 0.8659)  0.1030
H (-2.3859, 4.4177, 3.2778)  0.0770
H (-0.8477, 2.7903, 4.3372)  0.0935
H (0.7168, 1.1820, 4.2167)  0.0705
H (1.2849, 0.5890, 2.6392)  0.0542
H (-0.0191, -0.2562, 3.4567)  0.0416

Record 2
C32H40F10MgN5OSi2 | wB97M-V/def2-TZVPD

The value obtained for the HOMO energy is -3.93 eV. Its net charge is -1. The relative energy (zero: lowest compared OMol25 entry of this formula, charge and spin) is 58.41 kJ/mol. As for the orbital gap: 6.24 eV. Its max |F| is 0.6 eV Å⁻¹.

Last column: Löwdin charge in e.
Positions of all 91 atoms, in Å:
Mg (0.1192, 0.0391, 0.5178)  0.6812
C (-2.9170, -0.7645, 0.1832)  -0.0720
N (-2.0381, 0.3413, 0.5979)  -0.2494
C (-2.3793, 1.5321, -0.2048)  -0.1852
C (-1.5372, 2.7283, 0.1663)  -0.2534
N (-0.1213, 2.3631, 0.1106)  0.0045
C (0.7629, 3.3304, 0.4391)  -0.2071
C (2.1276, 3.2440, 0.0322)  -0.1764
F (2.4869, 2.2741, -0.8249)  0.0734
C (3.1302, 4.0986, 0.4256)  -0.1730
F (4.3857, 3.8854, 0.0081)  0.1023
C (2.8601, 5.1870, 1.2306)  -0.1799
F (3.8357, 6.0089, 1.6524)  0.0875
C (1.5493, 5.3802, 1.5949)  -0.1750
F (1.2403, 6.4219, 2.3806)  0.0986
C (0.5457, 4.5105, 1.2049)  -0.1478
F (-0.6813, 4.8206, 1.6834)  0.0579
C (-2.2127, 0.5682, 2.0422)  -0.1872
C (-1.6583, -0.5865, 2.8638)  -0.2183
N (-0.2989, -0.8937, 2.4059)  -0.0127
C (0.5832, -1.4302, 3.2826)  -0.1925
C (1.8576, -1.8607, 2.8161)  -0.1714
F (2.1057, -1.7824, 1.5028)  0.0846
C (2.8644, -2.3653, 3.6012)  -0.1612
F (4.0247, -2.7289, 3.0418)  0.1064
C (2.6895, -2.5206, 4.9621)  -0.1733
F (3.6719, -2.9956, 5.7442)  0.0895
C (1.4759, -2.1448, 5.4815)  -0.1692
F (1.2646, -2.2658, 6.7996)  0.0985
C (0.4688, -1.6247, 4.6856)  -0.1365
F (-0.6644, -1.3093, 5.3605)  0.0501
H (-3.9515, -0.5655, 0.5032)  0.1044
H (-2.5736, -1.7142, 0.5857)  0.0711
H (-2.8888, -0.8556, -0.8962)  0.0353
H (-3.4443, 1.7764, -0.0915)  0.1269
H (-2.1964, 1.2754, -1.2525)  0.1157
H (-1.8575, 3.0955, 1.1429)  0.0920
H (-1.7784, 3.5293, -0.5440)  0.1226
H (-3.2729, 0.7279, 2.2801)  0.1287
H (-1.6654, 1.4712, 2.3225)  0.1050
H (-2.3178, -1.4630, 2.7824)  0.1118
H (-1.7116, -0.2565, 3.8957)  0.1030
C (-1.0919, -6.2519, -1.3215)  -0.1967
Si (-1.2103, -4.6454, -0.3199)  0.4191
C (-2.9744, -4.6944, 0.3711)  -0.1787
C (-0.0612, -4.8487, 1.1598)  -0.1661
C (-0.9109, -3.0736, -1.1834)  -0.3309
C (0.4296, -2.5545, -1.2033)  -0.3776
C (1.5542, -3.4049, -1.4338)  -0.0529
C (2.7892, -2.9066, -1.7439)  -0.0752
C (2.9689, -1.5177, -1.8197)  -0.0872
C (1.9020, -0.7324, -1.4803)  -0.1575
N (0.6779, -1.1979, -1.1038)  0.0215
Si (-1.8399, -2.6593, -2.6893)  0.4243
C (-1.6681, -4.0285, -3.9914)  -0.1931
C (-3.7259, -2.4533, -2.5564)  -0.1881
C (-1.1979, -1.0999, -3.5287)  -0.1774
H (-1.2245, -7.1269, -0.6746)  0.0192
H (-0.1282, -6.3499, -1.8363)  0.0186
H (-1.8752, -6.2760, -2.0896)  0.0097
H (-3.2915, -5.7311, 0.5463)  0.0240
H (-3.6916, -4.2373, -0.3228)  -0.0034
H (-3.0435, -4.1564, 1.3243)  0.0203
H (-0.0487, -5.8866, 1.5138)  0.0266
H (-0.3915, -4.2095, 1.9867)  0.0238
H (0.9686, -4.5620, 0.9186)  0.0179
H (1.3758, -4.4745, -1.4460)  0.0939
H (3.6119, -3.5780, -1.9661)  0.1010
H (3.9119, -1.0733, -2.1068)  0.0938
H (2.0124, 0.3474, -1.4752)  0.0934
H (-2.3468, -4.8637, -3.7742)  0.0129
H (-0.6458, -4.4273, -4.0035)  0.0267
H (-1.9054, -3.6555, -4.9965)  0.0209
H (-4.1448, -3.0235, -1.7176)  0.0041
H (-4.1945, -2.8218, -3.4770)  0.0251
H (-4.0242, -1.4071, -2.4297)  0.0167
H (-0.1474, -1.2289, -3.8215)  0.0327
H (-1.2449, -0.2302, -2.8649)  0.0087
H (-1.7804, -0.8833, -4.4322)  0.0279
C (1.2870, 2.2334, 3.7842)  -0.0011
N (2.5931, 1.9375, 3.2149)  -0.1431
C (3.7603, 2.4684, 3.8873)  -0.0365
C (2.7063, 1.2067, 2.1038)  -0.2700
O (1.7596, 0.7566, 1.4751)  -0.0640
H (1.1645, 1.7204, 4.7425)  0.0991
H (0.5201, 1.8891, 3.0968)  0.0775
H (1.1853, 3.3097, 3.9337)  0.0941
H (3.8267, 2.0798, 4.9058)  0.0915
H (3.7073, 3.5588, 3.9284)  0.0898
H (4.6601, 2.1855, 3.3430)  0.0911
H (3.7420, 1.0411, 1.7811)  0.1644

Look up the max |F| of the first one. 4.2 eV Å⁻¹

net charge of number 2 (C32H40F10MgN5OSi2)? -1

Which value of net charge does entry 1 give? -2